(1)
{
  "formula": "C3H3ClO4",
  "method": "the ωB97M-V functional and the def2-TZVPD basis",
  "e_tot_ev": -23871.8610,
  "charge": 0,
  "lumo_ev": 0.1,
  "homo_lumo_gap_ev": 11.0,
  "de_lowest_kj_mol": 79.2,
  "symbols": ["O", "C", "O", "C", "Cl", "C", "O", "O", "H", "H", "H"],
  "coordinates": [[2.107, 1.347, -0.025], [0.956, 1.185, 0.169], [0.070, 2.086, 0.423], [0.422, -0.266, 0.256], [1.566, -1.500, -0.276], [-1.027, -0.465, -0.375], [-1.889, 0.314, -0.066], [-1.276, -1.608, -0.980], [-0.858, 1.771, 0.656], [0.480, -0.491, 1.264], [-0.551, -2.373, -1.047]],
  "forces_ev_per_a": [[1.40, 1.05, -0.37], [-0.44, -2.65, -0.13], [-1.88, 1.77, 0.85], [-0.75, 0.05, -2.48], [0.44, -0.10, -0.74], [1.76, -0.92, 2.36], [-0.15, 0.18, -0.63], [0.94, -2.20, -0.88], [1.39, -0.14, -0.80], [-1.12, -0.14, 2.31], [-1.59, 3.10, 0.50]]
}

---

(2)
{
  "formula": "C3H3ClOS",
  "method": "the ωB97M-V functional and the def2-TZVPD basis",
  "e_tot_ev": -28563.8742,
  "charge": 0,
  "lumo_ev": 0.1,
  "homo_lumo_gap_ev": 10.3,
  "de_lowest_kj_mol": 29.9,
  "symbols": ["O", "C", "S", "C", "C", "Cl", "H", "H", "H"],
  "coordinates": [[-2.128, 0.576, -0.797], [-1.232, -0.043, -0.278], [-1.349, -1.759, -0.081], [-0.032, 0.685, 0.153], [1.268, 0.434, 0.079], [2.044, -0.943, -0.507], [-0.211, -1.899, 0.591], [-0.300, 1.682, 0.563], [1.939, 1.265, 0.278]],
  "forces_ev_per_a": [[-0.26, -0.03, 0.02], [-0.05, 0.38, -0.49], [-0.32, -0.80, 0.05], [0.11, 1.17, 0.95], [-0.35, 1.21, -0.10], [0.34, -0.78, -0.30], [0.20, -0.13, 0.12], [0.25, -0.68, -0.50], [0.08, -0.34, 0.26]]
}